Here is 3 unconnected molecules or ions with the total composition C2H10N2O2 from OMol25. Energies are from the ωB97M-V functional and the def2-TZVPD basis.

Geometry as XYZ:
```
16
Properties=species:S:1:pos:R:3:forces:R:3
C 0.765 -1.011 -0.414 -0.9 0.8 0.6
N -0.401 -0.260 0.082 0.4 1.1 -0.5
C -0.327 0.596 1.139 0.4 -0.8 0.0
N -1.237 1.401 1.523 -0.6 -0.5 0.0
H 1.470 -0.450 -1.025 -0.3 0.2 -0.4
H 0.269 -1.797 -0.977 0.9 -0.6 0.1
H 1.357 -1.297 0.458 -0.3 -0.7 -0.2
H -1.131 -0.072 -0.588 -0.2 -0.1 0.1
H 0.629 0.438 1.638 0.0 -0.1 0.6
H -1.181 1.526 2.531 0.5 0.7 -0.2
H 3.224 -4.293 -3.271 -0.4 -0.6 0.7
H 2.620 -5.685 -2.958 0.1 0.1 0.0
O 2.808 -4.828 -2.560 0.4 0.5 -0.6
H -1.767 5.221 1.177 0.2 0.3 0.2
H -1.705 3.680 1.200 -0.3 0.2 -0.3
O -2.193 4.442 0.834 0.0 -0.7 0.0
```
Positions in Å, forces in eV/Å.

Computed properties:
Structure (SMILES)   [H]/N=C/NC.O.O
E_LUMO   0.7125 eV
E_HOMO   -9.04 eV
Net charge   0
Kohn-Sham gap   9.8 eV
Spin multiplicity   1

=====

Here is 2 unconnected molecules or ions with the total composition C31H29NO4 from OMol25. Energies are from the ωB97M-V functional and the def2-TZVPD basis.

Geometry as XYZ:
```
65
Properties=species:S:1:pos:R:3:forces:R:3
C -0.949 -4.573 0.283 0.2 -0.4 0.1
C -1.482 -3.177 0.231 -0.3 0.6 -0.1
C -1.492 -2.440 -0.966 -0.2 0.0 0.6
C -2.046 -1.167 -1.025 0.3 -0.6 -0.1
C -2.646 -0.577 0.112 0.5 -0.8 0.4
C -3.284 0.700 0.078 -0.3 0.7 -0.1
N -3.113 1.533 -0.995 -0.3 0.6 -1.1
O -3.415 2.766 -0.930 -0.1 -1.1 0.4
O -2.680 1.055 -2.096 -0.7 1.4 0.7
C -2.530 -1.284 1.347 -0.2 0.3 -0.6
C -1.983 -2.560 1.392 0.0 -0.1 -0.3
H -1.205 -5.027 1.248 0.1 -0.1 -0.2
H -1.366 -5.191 -0.524 0.1 0.1 0.2
H 0.145 -4.606 0.178 -0.2 0.0 0.0
H -1.070 -2.858 -1.883 0.0 0.0 0.3
H -1.995 -0.575 -1.937 -0.1 -0.7 0.4
H -3.732 1.151 0.966 0.4 0.0 -0.4
H -2.847 -0.771 2.258 -0.1 -0.3 -0.2
H -1.947 -3.112 2.337 0.0 0.2 -0.2
C -9.459 -6.055 4.227 0.6 0.6 -0.1
O -8.502 -4.967 4.321 -0.2 -0.1 -0.5
C -8.162 -4.263 3.207 -0.2 0.0 -0.5
C -7.317 -3.142 3.416 -0.6 -0.5 0.0
C -7.018 -2.298 2.368 0.1 -0.3 -0.2
C -7.406 -2.618 1.047 -0.3 -0.4 0.2
C -7.032 -1.754 -0.067 0.1 1.6 -0.1
C -6.910 -0.352 0.131 -0.1 -1.4 0.4
C -6.412 0.547 -0.800 0.3 0.2 -0.1
C -6.574 1.976 -0.697 0.0 0.7 -0.1
C -6.293 2.815 -1.813 0.0 -0.3 0.5
C -6.415 4.201 -1.712 -0.2 0.0 0.3
C -6.815 4.787 -0.500 0.3 -0.4 -0.3
C -7.129 3.976 0.600 0.0 -0.6 -0.1
C -7.038 2.586 0.499 0.0 0.4 -0.3
C -6.863 -2.336 -1.395 0.0 -0.4 -0.3
C -6.140 -3.547 -1.518 -0.1 0.3 0.1
C -5.894 -4.101 -2.750 -0.4 0.1 -0.6
C -6.512 -3.554 -3.900 -0.1 0.4 0.0
O -6.244 -4.198 -5.067 -0.5 0.4 -0.2
C -6.857 -3.753 -6.306 0.3 -0.1 0.8
C -7.320 -2.394 -3.789 0.6 -0.5 -0.3
C -7.417 -1.760 -2.557 0.0 -0.2 0.4
C -8.185 -3.783 0.840 0.2 0.3 0.0
C -8.613 -4.576 1.894 0.3 0.0 1.0
H -9.509 -6.432 5.247 -0.1 -0.1 -0.2
H -10.445 -5.693 3.905 0.3 0.0 0.1
H -9.104 -6.837 3.545 0.0 0.2 0.2
H -6.951 -2.955 4.425 -0.2 0.0 -0.2
H -6.427 -1.400 2.551 0.0 -0.3 -0.1
H -7.228 0.026 1.106 0.0 -0.2 -0.4
H -5.933 0.160 -1.702 -0.2 0.1 0.2
H -6.015 2.345 -2.760 0.1 0.2 0.3
H -6.183 4.826 -2.578 -0.1 -0.2 0.3
H -6.858 5.876 -0.405 0.0 -0.4 -0.1
H -7.447 4.416 1.548 0.1 -0.1 -0.3
H -7.342 1.953 1.335 0.2 0.4 -0.2
H -5.745 -4.031 -0.623 0.0 0.3 -0.2
H -5.255 -4.973 -2.864 -0.2 0.1 0.0
H -6.445 -4.437 -7.049 -0.2 0.2 0.0
H -7.952 -3.845 -6.261 0.3 0.0 0.0
H -6.572 -2.717 -6.541 0.0 -0.3 0.1
H -7.830 -1.984 -4.665 0.3 -0.1 0.4
H -7.966 -0.820 -2.472 0.0 -0.4 0.0
H -8.488 -4.060 -0.170 0.1 0.2 0.2
H -9.278 -5.432 1.720 0.4 0.5 0.1
```
Positions in Å, forces in eV/Å.

Computed properties:
E_LUMO   -2.1540 eV
E_HOMO   -5.97 eV
Net charge   0
Kohn-Sham gap   3.8 eV
Spin multiplicity   1

=====

Here is a molecular structure, C7H4F6IN2O4S3SbSe4Tc from OMol25. Energies are from the ωB97M-V functional and the def2-TZVPD basis.

Geometry as XYZ:
```
33
Properties=species:S:1:pos:R:3:forces:R:3
Tc 0.788 -1.062 -0.430 -2.1 0.3 -0.5
S -0.165 -0.267 1.383 0.1 -0.6 -0.5
C -1.890 0.113 1.246 0.0 0.5 -0.1
C -2.417 0.932 2.244 0.0 -0.1 0.0
C -3.773 1.197 2.214 0.0 0.0 0.0
C -4.546 0.629 1.212 0.0 0.0 0.0
C -3.919 -0.153 0.257 0.1 0.0 0.0
N -2.607 -0.391 0.253 0.0 0.0 0.0
H -1.781 1.334 3.021 0.0 0.0 0.0
H -4.216 1.834 2.968 0.0 0.0 0.0
H -5.614 0.788 1.166 0.0 0.0 0.0
H -4.485 -0.607 -0.550 0.0 0.0 0.0
F 4.803 -1.005 2.301 0.0 0.0 0.2
C 4.798 -0.719 1.018 -0.2 -0.1 -0.5
F 5.566 0.313 0.768 0.1 0.1 -0.1
F 5.162 -1.765 0.310 0.1 -0.1 -0.1
S 3.003 -0.296 0.645 1.1 -0.3 0.2
O 2.347 -1.570 1.054 0.6 1.2 -0.7
O 2.782 0.962 1.285 0.0 -0.3 0.5
N 2.664 -0.076 -1.028 -1.5 0.4 2.1
S 1.894 1.446 -1.241 2.4 2.1 -0.9
O 1.656 1.489 -2.718 0.3 -0.5 1.5
O 0.767 1.925 -0.494 0.8 -0.1 0.5
C 3.206 2.798 -0.948 0.1 -0.4 -0.5
F 4.394 2.233 -0.862 0.2 -0.1 0.1
F 3.166 3.577 -2.005 -0.1 0.2 -0.2
F 2.917 3.472 0.125 -0.1 0.1 0.3
Se -2.698 -5.496 -3.750 0.4 0.4 0.0
Sb -3.329 -3.795 -2.301 -1.6 -1.4 0.2
Se -2.076 -1.591 -2.754 0.4 -0.1 -0.5
Se -0.828 -2.660 -1.006 0.6 -0.8 0.0
Se -5.255 -3.897 -0.995 0.3 0.4 0.1
I -0.311 0.307 -2.390 -2.0 -1.0 -1.4
```
Positions in Å, forces in eV/Å.

Computed properties:
E_LUMO (spin up / spin down)   -6.8417 / -6.8414 eV
E_HOMO (spin up / spin down)   -11.41 / -11.41 eV
Net charge   +1
Kohn-Sham gap (spin up / spin down)   4.6 / 4.6 eV
Spin multiplicity   1

=====

Here is a molecular structure, C39H51IN3O3P2S5SbSiTb from OMol25. Energies are from the ωB97M-V functional and the def2-TZVPD basis.

Geometry as XYZ:
```
107
Properties=species:S:1:pos:R:3:forces:R:3
Tb -1.415 -18.399 14.599 1.2 2.4 -0.7
N 2.803 -18.345 12.688 -0.5 0.8 -0.5
P 1.755 -18.766 13.983 -0.8 0.1 0.6
C 2.390 -17.936 15.505 1.0 0.4 -0.2
C 2.762 -18.631 16.683 -0.5 1.2 -1.7
C 3.203 -17.925 17.775 -0.1 0.4 -0.3
C 3.345 -16.529 17.767 -1.3 0.0 0.2
C 2.791 -15.840 16.677 1.2 1.0 -0.2
C 2.458 -16.525 15.496 -0.6 -0.3 0.0
C 2.249 -20.487 14.302 2.9 0.3 -0.7
C 1.314 -21.472 14.409 -0.7 -0.5 0.6
C 1.651 -22.841 14.634 -0.1 0.5 0.5
C 2.981 -23.212 14.650 0.9 3.2 -0.9
C 3.987 -22.160 14.452 -0.1 -1.3 0.2
C 3.679 -20.834 14.317 -2.8 -0.9 -0.1
P 2.700 -16.920 11.643 -2.4 -0.3 1.4
C 3.451 -17.585 10.181 1.6 0.0 -1.2
C 2.913 -18.748 9.648 -0.9 -1.8 -0.7
C 3.549 -19.466 8.586 -0.7 1.9 0.7
C 4.703 -18.936 8.014 0.8 -1.1 0.5
C 5.275 -17.788 8.558 -1.8 0.5 1.2
C 4.596 -17.029 9.551 0.1 -1.4 -0.3
C 3.893 -15.884 12.445 1.4 0.8 0.0
C 5.072 -16.390 13.048 0.0 -0.2 -0.9
C 5.889 -15.523 13.749 1.1 0.5 0.9
C 5.611 -14.142 13.753 -0.7 -1.2 -0.7
C 4.560 -13.663 12.952 1.4 2.5 0.9
C 3.639 -14.481 12.405 -0.9 -2.3 -0.7
H 3.328 -19.069 12.243 0.3 -0.7 0.2
H 2.728 -19.696 16.689 -0.2 -0.6 0.2
H 3.256 -18.547 18.622 0.9 -0.2 1.4
H 3.677 -15.964 18.664 -0.3 -0.6 -0.7
H 2.666 -14.723 16.726 0.3 -1.4 -0.3
H 2.163 -15.979 14.567 0.1 -0.3 1.2
H 0.256 -21.170 14.354 0.6 -0.4 0.0
H 0.813 -23.494 14.911 0.5 -0.1 -0.5
H 3.391 -24.179 14.648 -0.1 -1.4 0.4
H 5.060 -22.422 14.404 -0.7 -0.2 0.1
H 4.452 -20.129 14.112 0.2 0.6 0.2
H 1.926 -19.145 10.054 1.5 0.4 -0.4
H 3.092 -20.354 8.198 -0.1 -0.3 -0.1
H 5.288 -19.541 7.283 -0.6 0.6 0.5
H 6.286 -17.559 8.378 1.0 0.7 -0.8
H 4.993 -16.069 9.872 0.1 -0.3 0.2
H 5.448 -17.436 12.871 -0.9 1.0 0.4
H 6.811 -15.908 14.293 -1.4 0.5 -0.7
H 6.144 -13.476 14.400 0.5 0.3 -0.1
H 4.502 -12.569 12.749 -0.2 -0.8 0.7
H 2.696 -14.100 11.962 0.8 -0.3 0.2
C -6.202 -18.302 13.895 0.2 2.0 0.3
C -5.016 -18.457 14.838 0.8 1.7 -0.8
C -4.704 -17.081 15.434 1.6 0.4 -0.8
C -5.285 -19.451 15.898 -0.7 -0.3 1.5
O -3.672 -18.867 14.023 -2.3 0.1 1.1
Si -3.563 -19.938 12.721 1.3 0.2 0.0
S -1.493 -20.153 12.604 -0.1 -0.3 -0.6
O -4.231 -19.363 11.365 -0.1 0.3 -0.5
C -4.087 -18.155 10.502 -0.3 -0.8 1.1
C -5.324 -18.222 9.640 -1.1 -0.4 -0.4
C -2.892 -18.250 9.578 -0.4 -1.1 -1.4
C -3.969 -16.913 11.399 0.3 1.2 -0.9
O -4.217 -21.359 13.221 -0.7 0.1 -0.8
C -4.742 -22.473 12.426 0.1 0.7 0.2
C -4.357 -23.697 13.243 0.4 -1.0 -0.5
C -6.266 -22.330 12.417 0.3 0.8 0.5
C -4.163 -22.478 10.974 1.0 0.0 -0.1
H -7.143 -18.275 14.451 0.3 0.4 0.5
H -6.365 -19.147 13.320 0.1 -1.7 -1.7
H -6.145 -17.349 13.282 -0.1 -1.4 0.7
H -5.617 -16.565 15.708 -0.3 -0.1 0.3
H -4.243 -16.390 14.651 -0.4 -0.9 1.0
H -3.992 -17.132 16.302 -0.7 0.1 -0.8
H -5.921 -19.008 16.733 0.5 -0.4 -1.3
H -4.406 -19.767 16.410 1.0 0.0 0.3
H -5.723 -20.363 15.529 -0.5 -0.3 -0.2
H -5.258 -19.030 8.863 0.2 0.7 0.6
H -5.462 -17.260 9.132 -0.2 -0.2 0.1
H -6.216 -18.502 10.235 0.4 0.6 -0.2
H -2.989 -19.155 8.905 0.0 0.8 0.8
H -1.999 -18.368 10.134 1.1 0.1 0.5
H -2.826 -17.386 8.886 -0.1 -0.3 0.6
H -4.824 -16.698 12.080 0.5 -0.2 -0.9
H -3.783 -16.065 10.659 -0.6 -0.7 1.2
H -3.067 -16.889 12.040 -0.3 -0.4 -0.4
H -4.353 -23.497 14.330 -0.2 0.0 -0.6
H -3.349 -24.066 12.949 -0.5 0.3 0.3
H -5.081 -24.505 13.018 0.4 0.2 0.2
H -6.653 -22.160 13.433 0.3 -0.4 -0.1
H -6.728 -23.210 11.987 -0.2 0.0 -0.2
H -6.520 -21.407 11.899 -0.2 -0.1 -0.5
H -3.044 -22.511 10.971 -0.8 0.3 0.4
H -4.441 -21.611 10.343 -0.1 -0.3 0.7
H -4.404 -23.370 10.388 -0.5 -0.1 0.4
S -3.043 -14.020 14.997 -0.2 0.0 0.0
Sb -0.994 -14.922 15.386 0.0 1.1 -0.3
S -1.313 -16.836 16.761 0.1 -0.8 0.6
S -0.269 -16.046 13.422 -0.6 -0.8 0.1
S 0.536 -13.390 16.140 -0.2 -0.3 -0.1
I -1.960 -24.394 17.276 0.0 0.4 -0.4
C -1.547 -22.382 16.930 0.7 1.7 1.4
C -0.875 -21.590 17.923 -1.0 0.0 -1.3
N -0.869 -20.325 17.467 -0.2 -0.7 -0.7
N -1.415 -20.190 16.227 -1.1 -3.0 0.9
C -1.912 -21.459 15.921 1.4 0.6 0.8
H -0.452 -21.800 18.901 -0.2 -0.2 -0.3
H -0.608 -19.497 17.993 0.2 0.2 -0.4
H -2.397 -21.708 14.972 0.2 0.5 0.3
```
Positions in Å, forces in eV/Å.

Computed properties:
E_LUMO (spin up / spin down)   1.4027 / 1.4042 eV
E_HOMO (spin up / spin down)   -3.97 / -3.97 eV
Net charge   -1
Kohn-Sham gap (spin up / spin down)   5.4 / 5.4 eV
Spin multiplicity   7

=====

Here is a single C3H3FOS molecule from OMol25. Energies are from the ωB97M-V functional and the def2-TZVPD basis.

Geometry as XYZ:
```
9
Properties=species:S:1:pos:R:3:forces:R:3
C -0.738 -0.018 0.135 -0.9 0.8 -0.7
C 0.670 -0.402 0.245 1.1 -0.1 0.5
C -0.916 1.412 0.675 -0.7 0.4 0.5
H -1.344 -0.637 0.800 -0.1 -0.3 -0.1
H 1.126 0.032 1.151 -0.1 -0.3 -0.2
H -1.373 2.068 -0.125 0.5 0.0 0.8
O -0.702 1.724 1.828 -0.1 -0.4 -1.8
F -1.258 -0.059 -1.177 0.5 -0.1 1.3
S 1.527 -1.292 -0.762 0.0 -0.1 -0.2
```
Positions in Å, forces in eV/Å.

Computed properties:
Structure (SMILES)   O=C[C@@H](F)C=S
E_LUMO   -0.7835 eV
E_HOMO   -9.27 eV
Net charge   0
Kohn-Sham gap   8.5 eV
Spin multiplicity   1

=====

Here is 2 unconnected molecules or ions with the total composition C3H10N2S from OMol25. Energies are from the ωB97M-V functional and the def2-TZVPD basis.

Geometry as XYZ:
```
16
Properties=species:S:1:pos:R:3:forces:R:3
N 1.074 -1.533 0.788 -0.7 0.0 -1.0
C 0.065 -0.475 0.754 0.3 -0.3 0.1
C -1.343 -1.030 0.670 -0.6 0.3 -0.8
S -2.546 0.217 0.248 1.1 0.8 0.2
C 0.337 0.401 -0.499 2.8 -0.6 0.1
N 1.516 1.003 -0.208 -0.4 0.8 -0.2
H -1.091 2.704 -2.007 -0.4 0.0 -0.1
H -0.363 2.731 -1.958 0.4 0.1 0.0
H 1.202 -2.034 1.651 0.2 0.3 0.1
H 0.183 0.210 1.595 -0.3 0.2 0.1
H -1.427 -1.755 -0.140 0.4 -0.5 0.6
H -1.505 -1.423 1.678 -0.4 -0.3 -0.1
H -0.524 1.165 -0.413 -1.7 -0.1 0.4
H 0.372 -0.074 -1.486 -0.9 -0.2 0.1
H 2.152 1.065 -1.009 -0.3 0.0 -0.1
H 1.897 -1.172 0.338 0.5 -0.5 0.7
```
Positions in Å, forces in eV/Å.

Computed properties:
E_LUMO   -2.9007 eV
E_HOMO   -8.38 eV
Net charge   0
Kohn-Sham gap   5.5 eV
Spin multiplicity   1

=====

Among the records above, which one has the highest spin multiplicity?
C39H51IN3O3P2S5SbSiTb